(1)
{"formula": "C25H25CaO4S", "method": "wB97M-V/def2-TZVPD", "lumo_ha": 0.06679, "charge": -1, "homo_lumo_gap_ev": 6.07, "e_homo_ev": -4.3, "elements": ["C", "C", "C", "H", "C", "C", "H", "H", "H", "H", "C", "C", "C", "H", "C", "C", "H", "H", "H", "H", "Ca", "O", "C", "C", "H", "H", "H", "H", "C", "C", "C", "H", "C", "H", "C", "H", "C", "H", "C", "C", "C", "C", "C", "C", "C", "S", "O", "O", "O", "H", "H", "H", "H", "H", "H", "H"], "xyz": [[0.641, -1.778, 0.994], [-0.660, -2.068, 0.524], [-0.556, -2.517, -0.822], [-1.562, -2.069, 1.128], [0.828, -2.466, -1.190], [1.555, -1.977, -0.067], [2.643, -1.901, 0.010], [0.894, -1.553, 2.023], [-1.353, -2.964, -1.408], [1.253, -2.877, -2.102], [-0.760, 2.505, -0.219], [-0.449, 1.896, 1.027], [0.945, 1.668, 1.078], [-1.139, 1.733, 1.849], [1.517, 2.136, -0.133], [0.466, 2.686, -0.934], [0.583, 3.245, -1.855], [-1.731, 2.892, -0.509], [1.485, 1.286, 1.943], [2.580, 2.171, -0.363], [0.040, 0.075, -1.401], [-0.051, -0.112, -4.137], [-1.188, -0.784, -4.751], [0.103, -0.884, -5.496], [-1.524, -1.676, -4.218], [-1.944, -0.121, -5.172], [0.677, -1.808, -5.388], [1.060, -1.862, -7.819], [0.790, -0.809, -7.902], [0.302, -0.140, -6.746], [-0.087, 1.208, -6.887], [-0.491, 1.742, -6.026], [0.058, 1.871, -8.110], [-0.220, 2.927, -8.191], [0.552, 1.196, -9.238], [0.652, 1.716, -10.194], [0.904, -0.159, -9.129], [1.264, -0.701, -10.010], [0.391, 1.027, 9.254], [-0.039, 0.456, 7.934], [-0.209, -0.924, 7.787], [-0.614, -1.459, 6.570], [-0.869, -0.605, 5.487], [-0.687, 0.779, 5.617], [-0.263, 1.289, 6.841], [-1.357, -1.281, 3.893], [-0.549, -2.498, 3.865], [-2.794, -1.473, 4.003], [-0.947, -0.254, 2.935], [-0.341, 0.783, 10.036], [1.360, 0.622, 9.577], [0.475, 2.118, 9.183], [0.003, -1.560, 8.641], [-0.707, -2.540, 6.470], [-0.848, 1.440, 4.774], [-0.082, 2.351, 6.975]]}

***

(2)
{"formula": "C25H25ClF3O2Si", "method": "wB97M-V/def2-TZVPD", "lumo_ha": 0.07532, "charge": -1, "homo_lumo_gap_ev": 6.23, "e_homo_ev": -4.2, "elements": ["C", "C", "C", "Si", "C", "C", "C", "Cl", "C", "O", "O", "H", "H", "H", "H", "H", "H", "H", "H", "H", "H", "F", "C", "C", "C", "C", "C", "C", "H", "H", "H", "H", "H", "F", "C", "C", "C", "C", "C", "C", "H", "H", "H", "H", "H", "F", "C", "C", "C", "C", "C", "C", "H", "H", "H", "H", "H"], "xyz": [[-2.230, 0.966, 2.623], [-2.206, -0.116, 1.888], [-2.354, -1.390, 0.901], [-4.002, -2.346, 1.334], [-5.443, -1.284, 0.650], [-6.773, -1.256, 1.569], [-6.831, 0.217, 2.254], [-8.394, 0.479, 3.213], [-4.109, -2.753, 3.202], [-3.643, -3.925, 3.561], [-4.594, -1.909, 4.208], [-2.583, 1.879, 3.240], [-1.430, -2.078, 0.929], [-2.550, -0.947, -0.161], [-4.023, -3.629, 0.607], [-5.701, -1.692, -0.412], [-5.098, -0.183, 0.471], [-7.681, -1.294, 0.836], [-6.866, -2.116, 2.321], [-5.874, 0.340, 2.889], [-6.717, 0.979, 1.378], [0.742, -0.368, 0.537], [1.295, -0.712, -0.634], [2.673, -0.843, -0.723], [3.249, -1.205, -1.937], [2.441, -1.421, -3.052], [1.058, -1.282, -2.952], [0.481, -0.931, -1.736], [3.287, -0.662, 0.152], [4.326, -1.318, -2.016], [2.891, -1.700, -4.000], [0.430, -1.447, -3.822], [-0.593, -0.827, -1.638], [6.980, 1.588, -0.821], [7.113, 0.421, -0.174], [6.070, -0.046, 0.612], [6.205, -1.259, 1.280], [7.388, -1.987, 1.163], [8.431, -1.507, 0.375], [8.291, -0.299, -0.301], [5.161, 0.538, 0.698], [5.392, -1.637, 1.891], [7.495, -2.932, 1.688], [9.353, -2.074, 0.289], [9.090, 0.085, -0.926], [-2.338, 1.537, -1.048], [-1.596, 2.591, -1.415], [-2.225, 3.764, -1.806], [-1.454, 4.860, -2.183], [-0.063, 4.766, -2.176], [0.557, 3.582, -1.786], [-0.213, 2.489, -1.399], [-3.308, 3.815, -1.813], [-1.935, 5.785, -2.483], [0.537, 5.620, -2.474], [1.640, 3.509, -1.785], [0.252, 1.564, -1.084]]}

***

(3)
{"formula": "C25H25N2", "method": "wB97M-V/def2-TZVPD", "lumo_ha": -0.14194, "smiles": "C=CCN1C=C/C(=C/c2ccc3cc(C)ccc3[n+]2CC)c2ccccc21", "charge": 1, "homo_lumo_gap_ev": 6.37, "e_homo_ev": -10.2, "elements": ["C", "C", "C", "N", "C", "C", "C", "C", "C", "C", "C", "C", "C", "C", "C", "C", "C", "C", "N", "C", "C", "C", "C", "C", "C", "C", "C", "H", "H", "H", "H", "H", "H", "H", "H", "H", "H", "H", "H", "H", "H", "H", "H", "H", "H", "H", "H", "H", "H", "H", "H", "H"], "xyz": [[-5.629, -1.488, -3.970], [-4.595, -0.672, -4.015], [-3.162, -1.130, -4.087], [-2.283, -0.317, -3.264], [-1.549, 0.652, -3.847], [-0.642, 1.400, -3.169], [-0.376, 1.163, -1.794], [0.695, 1.825, -1.201], [1.392, 1.628, 0.008], [2.004, 2.769, 0.602], [2.610, 2.699, 1.811], [2.602, 1.476, 2.533], [3.107, 1.384, 3.838], [3.077, 0.200, 4.539], [3.610, 0.088, 5.928], [2.509, -0.920, 3.913], [2.020, -0.866, 2.630], [2.065, 0.330, 1.900], [1.581, 0.420, 0.609], [1.446, -0.807, -0.164], [2.804, -1.481, -0.354], [-1.334, 0.303, -1.128], [-1.441, 0.261, 0.270], [-2.354, -0.550, 0.899], [-3.202, -1.351, 0.140], [-3.169, -1.289, -1.233], [-2.263, -0.446, -1.892], [-6.639, -1.118, -3.953], [-5.513, -2.559, -3.964], [-4.730, 0.401, -4.030], [-2.816, -1.042, -5.122], [-3.073, -2.179, -3.796], [-1.690, 0.784, -4.909], [-0.065, 2.139, -3.700], [1.049, 2.681, -1.762], [1.941, 3.704, 0.069], [3.072, 3.567, 2.256], [3.517, 2.275, 4.290], [4.375, -0.685, 5.978], [4.040, 1.028, 6.261], [2.813, -0.194, 6.615], [2.450, -1.849, 4.460], [1.577, -1.753, 2.211], [0.730, -1.480, 0.314], [1.057, -0.550, -1.146], [2.678, -2.371, -0.964], [3.256, -1.771, 0.590], [3.485, -0.806, -0.868], [-0.821, 0.915, 0.861], [-2.423, -0.555, 1.975], [-3.914, -1.999, 0.627], [-3.881, -1.866, -1.797]]}

***

(4)
{"formula": "C25H25N3O3S2", "method": "wB97M-V/def2-TZVPD", "lumo_ha": 0.01005, "smiles": "COc1ccc(OC)c(C(=O)CSc2nnc(Cc3cccs3)n2CCc2ccccc2)c1", "homo_lumo_gap_ev": 8.31, "e_homo_ev": -8.0, "elements": ["C", "O", "C", "C", "C", "C", "O", "C", "C", "C", "O", "C", "S", "C", "N", "N", "C", "C", "C", "C", "C", "C", "S", "N", "C", "C", "C", "C", "C", "C", "C", "C", "C", "H", "H", "H", "H", "H", "H", "H", "H", "H", "H", "H", "H", "H", "H", "H", "H", "H", "H", "H", "H", "H", "H", "H", "H", "H"], "xyz": [[7.167, 1.779, -0.490], [6.201, 1.270, 0.397], [5.284, 0.385, -0.081], [5.205, -0.059, -1.396], [4.229, -0.969, -1.766], [3.295, -1.450, -0.857], [2.350, -2.373, -1.176], [2.199, -2.769, -2.518], [3.348, -0.984, 0.473], [2.407, -1.358, 1.557], [2.636, -1.070, 2.710], [1.141, -2.110, 1.215], [0.189, -1.313, -0.115], [-1.167, -0.757, 0.822], [-1.396, -0.991, 2.085], [-2.574, -0.421, 2.392], [-3.049, 0.148, 1.324], [-4.355, 0.854, 1.236], [-5.275, 0.147, 0.293], [-5.548, -1.184, 0.234], [-6.467, -1.515, -0.789], [-6.878, -0.433, -1.494], [-6.150, 1.019, -0.925], [-2.193, -0.042, 0.269], [-2.271, 0.463, -1.073], [-1.810, 1.929, -1.151], [-0.420, 2.072, -0.596], [0.689, 1.905, -1.416], [1.967, 1.999, -0.896], [2.151, 2.249, 0.453], [1.053, 2.396, 1.281], [-0.226, 2.312, 0.758], [4.354, -0.094, 0.833], [7.793, 0.983, -0.905], [6.707, 2.344, -1.307], [7.786, 2.450, 0.104], [5.898, 0.286, -2.147], [4.208, -1.300, -2.792], [3.081, -3.307, -2.880], [1.995, -1.913, -3.167], [1.339, -3.437, -2.527], [1.383, -3.115, 0.868], [0.487, -2.141, 2.088], [-4.778, 0.866, 2.244], [-4.215, 1.888, 0.909], [-5.107, -1.902, 0.902], [-6.805, -2.517, -0.985], [-7.566, -0.386, -2.314], [-1.622, -0.160, -1.694], [-3.302, 0.372, -1.426], [-1.841, 2.238, -2.196], [-2.502, 2.556, -0.586], [0.547, 1.706, -2.469], [2.823, 1.871, -1.543], [3.148, 2.328, 0.858], [1.189, 2.574, 2.337], [-1.079, 2.436, 1.411], [4.400, 0.237, 1.859]]}

***

(5)
{"formula": "C25H25NOSiTl", "method": "wB97M-V/def2-TZVPD", "lumo_ha": 0.09934, "charge": -1, "homo_lumo_gap_ev": 6.90, "e_homo_ev": -4.2, "elements": ["C", "C", "C", "C", "C", "Tl", "N", "C", "C", "H", "H", "H", "H", "H", "H", "H", "H", "H", "H", "O", "Si", "C", "C", "C", "C", "C", "C", "C", "C", "C", "C", "C", "C", "C", "C", "C", "C", "C", "C", "H", "H", "H", "H", "H", "H", "H", "H", "H", "H", "H", "H", "H", "H", "H"], "xyz": [[-0.783, 4.332, -2.313], [-2.057, 3.748, -2.050], [-1.963, 2.348, -2.291], [-0.632, 2.059, -2.710], [0.105, 3.287, -2.725], [-0.135, 2.787, -0.177], [1.203, 3.175, 1.475], [-0.132, 3.795, 2.120], [-1.436, 3.463, 1.443], [-2.779, 1.624, -2.231], [-2.963, 4.287, -1.767], [-0.260, 1.087, -3.038], [1.124, 3.412, -3.098], [-0.547, 5.398, -2.294], [-2.010, 4.335, 1.128], [-0.151, 3.392, 3.150], [1.803, 3.998, 1.312], [-1.976, 2.630, 1.897], [-0.019, 4.893, 2.205], [0.089, 0.634, -0.435], [0.273, -0.903, -0.006], [1.773, -1.574, -0.895], [3.045, -1.223, -0.418], [4.188, -1.513, -1.173], [4.072, -2.201, -2.387], [2.811, -2.610, -2.832], [1.662, -2.285, -2.096], [0.512, -1.035, 1.844], [1.267, -0.076, 2.530], [1.533, -0.241, 3.895], [0.948, -1.297, 4.601], [0.111, -2.200, 3.935], [-0.094, -2.077, 2.555], [-1.259, -1.878, -0.436], [-1.228, -3.238, -0.764], [-2.420, -3.924, -1.046], [-3.646, -3.253, -0.980], [-3.679, -1.895, -0.642], [-2.487, -1.203, -0.388], [3.146, -0.712, 0.543], [5.168, -1.196, -0.811], [4.963, -2.418, -2.980], [2.713, -3.176, -3.760], [0.679, -2.587, -2.463], [1.634, 0.821, 2.015], [2.193, 0.467, 4.400], [1.138, -1.415, 5.670], [-0.382, -3.006, 4.483], [-0.734, -2.791, 2.030], [-0.275, -3.772, -0.805], [-2.381, -4.981, -1.312], [-4.575, -3.786, -1.190], [-4.632, -1.367, -0.574], [-2.516, -0.136, -0.144]]}

***

(6)
{"formula": "C25H25O4SZr", "method": "wB97M-V/def2-TZVPD", "lumo_ha": -0.17608, "charge": 1, "homo_lumo_gap_ev": 6.59, "e_homo_ev": -11.4, "elements": ["C", "C", "C", "H", "C", "C", "H", "H", "H", "H", "C", "C", "C", "H", "C", "C", "H", "H", "H", "H", "Zr", "O", "C", "C", "H", "H", "H", "H", "C", "C", "C", "H", "C", "H", "C", "H", "C", "H", "C", "C", "C", "C", "C", "C", "C", "S", "O", "O", "O", "H", "H", "H", "H", "H", "H", "H"], "xyz": [[0.749, -2.325, 0.927], [-0.520, -2.670, 0.349], [-0.564, -2.131, -0.980], [-1.261, -3.330, 0.795], [0.699, -1.485, -1.233], [1.505, -1.601, -0.051], [2.546, -1.314, 0.060], [1.137, -2.686, 1.872], [-1.342, -2.319, -1.716], [1.003, -1.077, -2.189], [-0.797, 2.054, -0.338], [-0.311, 2.185, 1.010], [1.029, 1.655, 1.059], [-0.824, 2.689, 1.828], [1.382, 1.247, -0.269], [0.255, 1.476, -1.127], [0.227, 1.347, -2.203], [-1.734, 2.453, -0.720], [1.698, 1.683, 1.915], [2.368, 0.929, -0.583], [-0.373, -0.207, 0.517], [-0.095, -0.019, -3.743], [-1.336, -0.544, -4.241], [-0.087, -0.857, -5.019], [-1.761, -1.349, -3.636], [-2.005, 0.194, -4.694], [0.343, -1.860, -4.893], [1.187, -1.843, -7.186], [0.829, -0.825, -7.355], [0.190, -0.159, -6.282], [-0.248, 1.166, -6.466], [-0.706, 1.699, -5.635], [-0.097, 1.786, -7.706], [-0.456, 2.804, -7.834], [0.506, 1.107, -8.770], [0.619, 1.599, -9.739], [0.969, -0.205, -8.591], [1.433, -0.741, -9.418], [0.503, 1.273, 8.818], [0.066, 0.719, 7.484], [-0.116, -0.664, 7.382], [-0.514, -1.242, 6.188], [-0.743, -0.430, 5.077], [-0.606, 0.954, 5.155], [-0.184, 1.524, 6.362], [-1.210, -1.287, 3.597], [-0.397, -2.478, 3.559], [-2.641, -1.394, 3.526], [-0.716, -0.281, 2.514], [-0.234, 1.042, 9.601], [1.446, 0.809, 9.136], [0.642, 2.356, 8.792], [0.051, -1.302, 8.251], [-0.635, -2.318, 6.112], [-0.818, 1.585, 4.296], [-0.056, 2.609, 6.435]]}

***

(7)
{"formula": "C25H26AlN3O3STe", "method": "wB97M-V/def2-TZVPD", "lumo_ha": -0.04882, "homo_lumo_gap_ev": 6.04, "e_homo_ev": -7.4, "elements": ["Al", "C", "C", "C", "C", "C", "C", "C", "C", "C", "C", "H", "H", "H", "H", "H", "H", "H", "H", "H", "H", "H", "H", "H", "H", "H", "Te", "C", "C", "C", "C", "C", "C", "H", "H", "H", "H", "H", "O", "S", "O", "O", "C", "N", "C", "C", "C", "N", "C", "C", "C", "N", "C", "C", "H", "H", "H", "H", "H", "H"], "xyz": [[0.838, 1.508, 0.720], [2.366, 0.950, 2.325], [2.384, 2.371, 2.394], [1.086, 2.826, 2.649], [0.210, 1.695, 2.709], [1.031, 0.514, 2.545], [0.573, -0.881, 2.851], [-1.197, 1.646, 3.238], [0.685, 4.261, 2.792], [3.603, 3.220, 2.207], [3.566, 0.064, 2.135], [0.621, -1.051, 3.929], [1.188, -1.641, 2.372], [-0.459, -1.051, 2.540], [-1.192, 1.352, 4.290], [-1.816, 0.922, 2.705], [-1.691, 2.614, 3.165], [1.332, 4.762, 3.513], [-0.340, 4.357, 3.147], [0.768, 4.803, 1.846], [4.381, 2.938, 2.919], [3.375, 4.274, 2.359], [4.035, 3.118, 1.207], [4.427, 0.487, 2.653], [3.858, -0.048, 1.088], [3.392, -0.932, 2.539], [1.699, 3.153, -0.969], [-0.183, 2.912, -1.929], [-0.280, 2.262, -3.157], [-1.518, 2.124, -3.773], [-2.663, 2.630, -3.170], [-2.570, 3.277, -1.944], [-1.333, 3.420, -1.325], [0.604, 1.851, -3.626], [-1.585, 1.622, -4.729], [-3.624, 2.530, -3.658], [-3.458, 3.676, -1.470], [-1.266, 3.940, -0.375], [1.243, -6.506, -1.054], [-0.025, -7.140, -1.362], [0.018, -8.135, -2.405], [-0.848, -7.459, -0.209], [-0.981, -5.779, -2.082], [-1.901, -6.018, -3.028], [-2.589, -4.980, -3.475], [-2.365, -3.676, -3.048], [-1.393, -3.542, -2.079], [-0.729, -4.565, -1.577], [-0.955, -2.239, -1.501], [-1.790, -1.143, -1.357], [-1.321, -0.008, -0.729], [-0.075, 0.074, -0.250], [0.752, -0.986, -0.415], [0.351, -2.147, -1.021], [-3.352, -5.191, -4.218], [-2.893, -2.834, -3.475], [-2.813, -1.170, -1.708], [-1.951, 0.859, -0.589], [1.762, -0.885, -0.033], [1.006, -3.006, -1.095]]}

***

(8)
{"formula": "C25H26BrClCuN7O4", "method": "wB97M-V/def2-TZVPD", "lumo_ha": [-0.10380, -0.11258], "spin_multiplicity": 2, "charge": 1, "homo_lumo_gap_ev": [7.60, 7.36], "e_homo_ev": [-10.4, -10.4], "elements": ["Cu", "Cl", "C", "C", "C", "C", "O", "C", "C", "O", "C", "H", "H", "H", "H", "C", "O", "C", "C", "C", "Br", "C", "C", "C", "O", "C", "N", "C", "C", "C", "C", "C", "C", "N", "H", "H", "H", "H", "H", "H", "H", "H", "H", "H", "H", "C", "N", "C", "C", "N", "N", "C", "N", "N", "H", "H", "H", "H", "H", "H", "H", "H", "H", "H", "H"], "xyz": [[0.336, -0.046, 1.497], [6.073, -0.681, -2.880], [4.868, -0.675, -1.638], [5.037, -1.504, -0.509], [4.105, -1.538, 0.489], [2.922, -0.757, 0.420], [2.044, -0.873, 1.359], [2.779, 0.098, -0.711], [1.671, 0.953, -0.881], [0.662, 1.056, -0.144], [3.770, 0.118, -1.729], [5.923, -2.123, -0.446], [4.240, -2.178, 1.351], [1.687, 1.595, -1.771], [3.633, 0.765, -2.587], [1.260, -4.271, 1.461], [0.421, -3.294, 0.865], [0.729, -2.915, -0.398], [1.747, -3.456, -1.164], [1.927, -3.008, -2.469], [3.355, -3.719, -3.478], [1.105, -2.057, -3.026], [0.107, -1.471, -2.240], [-0.061, -1.889, -0.927], [-0.982, -1.334, -0.057], [-0.750, -0.442, -2.851], [-1.201, -0.492, -4.066], [-1.936, 0.676, -4.232], [-2.637, 1.135, -5.345], [-3.265, 2.361, -5.248], [-3.205, 3.125, -4.072], [-2.523, 2.679, -2.956], [-1.900, 1.441, -3.061], [-1.156, 0.690, -2.161], [1.237, -5.208, 0.900], [0.859, -4.447, 2.455], [2.288, -3.907, 1.535], [2.399, -4.218, -0.768], [1.227, -1.733, -4.049], [-1.693, -0.922, -0.571], [-2.675, 0.547, -6.251], [-3.813, 2.748, -6.096], [-3.704, 4.084, -4.042], [-2.477, 3.271, -2.051], [-0.644, 1.061, -1.373], [-3.145, 2.819, 4.476], [-2.418, 2.623, 3.222], [-3.016, 3.221, 2.034], [-1.573, 1.576, 3.046], [-1.282, 1.050, 1.902], [-0.994, 1.095, 4.211], [-0.202, -0.031, 4.363], [0.087, -0.310, 5.657], [0.219, -0.706, 3.358], [-3.695, 3.753, 4.402], [-2.480, 2.931, 5.331], [-3.853, 2.010, 4.670], [-3.451, 4.176, 2.311], [-3.800, 2.591, 1.602], [-2.249, 3.418, 1.286], [-1.831, 1.432, 1.146], [-1.073, 1.684, 5.020], [-0.486, 0.035, 6.407], [0.686, -1.088, 5.868], [0.763, -1.524, 3.603]]}